Entry 1:
Formula: C33H48Br2Cl3F13Mg2N7O13P2S
Source: OMol25
Level of theory: ωB97M-V/def2-TZVPD

Output
Frontier orbital gap in eV: 0.999
Total charge: +1
Calculated total energy in eV: -325288.47222
Spin multiplicity: 1

Geometry (Å):
N (-4.60398, 2.25471, 0.89909)
C (-4.34159, 0.93292, 0.55770)
N (-4.49127, 0.51498, -0.90810)
N (-3.89526, -0.08427, 1.60248)
C (-2.45956, 0.13913, 2.03863)
C (-1.66421, -1.26034, 2.41774)
C (-0.98875, -1.20599, 3.92302)
C (0.68153, -1.23808, 3.87763)
C (1.21818, -0.12125, 2.77337)
C (1.74430, -0.70317, 1.33427)
C (1.79298, -2.31098, 0.90815)
C (3.15248, -2.90880, 1.67730)
C (3.27781, -4.54154, 1.60057)
Cl (3.41274, -5.12471, -0.16909)
C (2.28116, 0.35454, 0.20316)
C (2.29056, 2.01334, 0.41742)
N (2.82712, 2.81426, -0.73679)
C (2.70183, 4.26348, -0.35776)
C (3.24261, 5.36075, -1.49913)
C (2.06015, 5.68344, -2.58830)
C (1.52762, 4.34695, -3.42063)
F (0.55826, 3.53414, -2.59435)
Br (2.99527, 3.25951, -4.23927)
C (0.59281, 4.96368, -4.66275)
F (-0.59410, 5.72709, -4.12498)
F (1.38603, 5.80882, -5.59646)
Br (-0.13983, 3.36739, -5.63429)
C (2.10903, 4.90032, 1.01732)
C (2.02717, 6.54580, 1.27214)
F (3.41801, 7.01724, 1.56606)
F (1.35699, 7.28189, 0.17544)
C (1.09122, 6.81455, 2.63198)
F (1.87154, 6.80025, 3.89076)
F (0.55997, 8.21716, 2.45080)
N (1.63377, 4.02433, 2.13859)
C (1.72039, 2.55501, 1.84268)
C (1.19935, 1.52794, 3.05580)
P (0.53562, 2.14887, 4.76108)
O (1.09190, 1.27417, 5.99631)
O (-1.23869, 2.23097, 4.80141)
O (1.05769, 3.80291, 5.13615)
H (-4.44067, 2.40550, 1.93170)
H (-3.88069, -0.30562, -1.13634)
H (-4.24448, 1.32572, -1.55152)
H (-4.46586, 0.13329, 2.47389)
H (-2.49123, 0.77548, 3.02458)
H (-1.82020, 0.77604, 1.25703)
H (-0.91849, -1.56021, 1.56402)
H (-2.49732, -2.11437, 2.44230)
H (-1.41376, -0.36537, 4.61655)
H (-1.28810, -2.23779, 4.44239)
H (1.16542, -1.10830, 4.94632)
H (0.94181, -2.35864, 3.55839)
H (0.82818, -2.87732, 1.32100)
H (1.86179, -2.47087, -0.26513)
H (4.06044, -2.34717, 1.14325)
H (3.07601, -2.47881, 2.78445)
H (2.46355, -5.10637, 2.23162)
H (4.32203, -4.81858, 2.10703)
H (2.65869, -0.07593, -0.84429)
H (3.68778, 6.30427, -0.96004)
H (4.15894, 4.81770, -2.03199)
H (2.46629, 6.52705, -3.32335)
H (1.07628, 6.15355, -2.10577)
H (0.12423, 6.12858, 2.65150)
H (-1.50525, 3.18970, 4.91784)
H (1.98315, 3.79734, 5.52217)
C (-4.79403, 0.33082, -4.97141)
O (-3.90987, 0.40891, -3.86854)
H (-4.98375, -0.72034, -5.20099)
H (-5.73688, 0.82232, -4.71934)
H (-4.33923, 0.81475, -5.83929)
H (-3.76037, 1.35268, -3.68834)
Mg (5.30965, 3.43674, -5.81589)
C (7.11509, 6.96919, -3.87911)
O (6.42848, 5.91202, -4.28596)
H (8.03348, 6.78212, -3.29721)
H (7.50093, 7.65097, -4.65600)
H (6.59682, 7.68487, -3.21845)
C (-3.50035, 3.56955, -7.35713)
O (-4.75716, 2.91896, -7.39328)
H (-2.82965, 3.01059, -6.70035)
H (-3.07688, 3.60247, -8.36394)
H (-3.62489, 4.58366, -6.96940)
H (-5.33047, 3.43733, -7.98331)
C (-0.11687, 0.10099, -3.32565)
Cl (1.64299, 0.18388, -3.47158)
Cl (-0.65105, 0.66874, -1.73905)
H (-0.56778, 0.72824, -4.09838)
H (-0.43641, -0.93544, -3.45872)
F (1.12843, -3.22133, 5.75692)
P (0.54842, -4.65946, 5.91310)
F (1.08870, -6.11992, 5.98236)
F (-0.64124, -5.12104, 6.80848)
F (-0.74610, -4.14894, 5.21085)
F (1.34192, -4.36784, 7.22253)
F (1.11826, -4.97820, 4.49777)
Mg (-4.83873, 3.15416, -5.20923)
C (-3.88614, -6.97885, 1.77283)
C (-4.45442, -5.85142, 2.63055)
O (-3.34596, -4.99883, 2.90836)
S (-2.31684, -5.03864, 1.64354)
O (-2.58713, -3.89148, 0.80564)
O (-0.99792, -5.35930, 2.13754)
O (-2.93236, -6.35909, 0.91180)
H (-3.36075, -7.71602, 2.38854)
H (-4.65978, -7.48124, 1.18601)
H (-4.90083, -6.21807, 3.55795)
H (-5.19712, -5.26939, 2.07470)
N (1.98320, -9.86812, 2.87578)
C (1.75051, -8.59951, 3.27808)
C (0.83892, -7.75264, 2.66821)
C (0.12351, -8.23227, 1.57612)
C (0.34239, -9.53395, 1.13699)
C (1.27238, -10.30632, 1.81410)
H (2.33556, -8.27057, 4.13200)
H (0.69068, -6.74348, 3.03548)
H (-0.59878, -7.59722, 1.07149)
H (-0.19865, -9.93726, 0.28853)
H (1.47614, -11.32977, 1.51189)
N (0.12611, 4.09795, -9.11011)
O (1.14055, 3.92151, -8.41517)
O (-0.61814, 5.06725, -8.88776)
O (-0.14401, 3.30499, -10.02734)

Forces on the atoms, in the same order (eV/Å):
0.986 -5.197 -1.114
-0.101 3.804 1.015
1.576 1.031 2.387
-0.745 1.805 -0.925
1.804 0.447 0.795
-1.301 -0.150 0.311
0.158 -1.370 0.144
-0.328 -0.035 -0.503
0.614 1.543 -1.024
0.594 3.863 -1.776
0.143 0.264 1.136
-0.632 0.930 -0.667
1.389 0.804 1.898
-0.401 0.549 1.571
-1.380 -0.194 3.010
-0.079 -1.873 0.151
-2.831 3.504 6.642
-0.164 -0.380 0.485
0.065 -1.761 0.612
0.071 0.357 0.403
-2.685 3.065 1.316
3.339 2.099 -2.695
-0.614 -0.003 0.597
-0.602 0.781 -0.623
4.104 -2.045 -1.625
-2.723 -2.587 3.383
0.317 1.511 0.533
-0.030 -3.714 -0.182
0.350 -0.733 1.370
-4.109 -0.900 -1.535
2.533 -2.162 2.800
-0.317 2.350 0.506
-2.407 -0.097 -4.195
1.635 -3.757 0.765
2.032 -1.107 -5.567
-0.017 0.757 0.024
0.788 -2.239 -3.552
1.470 -0.844 5.854
-2.268 2.886 -5.505
3.625 1.625 -0.600
-0.568 -2.873 -1.271
-0.180 -0.598 -1.415
-0.792 1.046 0.510
-0.410 -1.420 1.674
0.722 -0.437 -1.783
0.243 -1.050 -1.911
-1.587 -1.399 1.471
-1.353 0.638 1.743
1.868 2.004 -0.120
0.904 -1.326 -1.571
0.918 2.341 -1.002
-1.112 0.166 -2.328
-0.340 2.729 0.363
2.097 1.332 -0.900
-0.139 0.641 2.553
-1.778 -1.537 1.229
0.347 -1.429 -2.210
1.301 1.190 -1.714
-2.329 0.547 -1.258
-0.913 1.146 2.624
-1.256 -1.738 -1.195
-2.047 1.242 1.014
-0.885 -2.195 1.164
2.180 -1.284 -0.835
2.477 1.371 0.337
0.501 -1.358 -0.105
-1.530 -0.487 -0.577
0.390 0.201 0.366
0.172 0.398 -0.091
-0.051 0.275 -0.031
-0.623 -0.095 -0.027
0.044 -0.172 -0.583
0.338 -0.558 0.421
0.364 1.485 0.631
2.751 0.971 0.090
-1.990 -1.549 -0.087
-0.113 -0.636 0.080
-0.480 0.073 -0.517
-0.992 -0.150 -0.113
1.141 0.694 -0.572
-1.534 -0.123 1.068
0.101 -0.169 -0.086
0.340 0.157 0.239
0.313 0.291 -0.118
-0.060 -0.408 0.013
-0.376 -0.175 -0.124
-0.038 -0.135 -0.132
-0.166 -0.030 -0.090
0.227 -0.061 0.236
0.181 0.238 0.139
0.292 5.027 -3.296
-0.027 -0.778 1.688
0.499 -4.835 2.852
-1.662 -2.369 4.732
-2.533 2.682 -4.983
1.986 -1.981 4.739
1.508 2.100 -5.903
-0.165 -0.334 -0.875
-0.248 -0.456 0.681
-0.546 -0.152 -0.415
1.006 -0.247 -0.778
0.219 0.026 0.498
0.626 -1.394 0.708
-1.721 0.911 -0.913
0.190 1.071 0.179
-0.088 0.062 -0.021
0.248 0.206 -0.087
0.322 0.170 -0.040
-0.006 -0.113 0.038
-0.670 0.538 -0.533
0.481 -1.084 -0.036
-0.309 0.175 -0.341
-0.011 -0.061 -0.053
-0.159 0.389 0.041
0.689 0.083 0.859
-0.129 0.055 -0.050
0.023 -0.154 0.070
0.136 -0.076 0.084
0.056 -0.003 0.062
-0.037 0.073 -0.008
0.080 -0.369 -0.553
0.123 0.028 0.101
-0.283 -0.011 0.301
-0.031 0.213 0.432



Entry 2:
Formula: C33H48BrCuN3P2Se
Source: OMol25
Level of theory: ωB97M-V/def2-TZVPD

Output
Frontier orbital gap (alpha / beta) in eV: 7.632 / 3.928
Total charge: +2
Calculated total energy in eV: -238062.87117
Expectation value of S²: 0.76
Spin multiplicity: 2

Geometry (Å):
N (-5.12880, -0.81331, 3.24245)
C (-4.06449, -0.14061, 3.71562)
C (-3.20340, 0.57714, 2.87852)
C (-3.47496, 0.66512, 1.48992)
C (-4.54048, -0.13424, 1.00342)
C (-5.36945, -0.80490, 1.92067)
C (-2.71188, 1.52854, 0.60092)
Cu (0.73321, -0.48432, -0.32056)
P (2.22099, 0.54235, -1.41973)
C (-2.82341, 1.57261, -0.76405)
C (-1.97929, 2.37106, -1.64360)
C (-1.95795, 2.16046, -3.05697)
C (-1.00864, 2.77632, -3.86285)
C (-0.00798, 3.53963, -3.25410)
C (-0.15176, 3.97534, -1.93474)
C (-1.11153, 3.36211, -1.13084)
Br (1.58017, 4.03850, -4.32244)
H (-1.91079, 2.10791, 1.09688)
H (-3.50590, 0.90520, -1.28943)
H (-2.36680, 1.12148, 3.31473)
H (-4.79153, -0.19819, -0.05490)
H (-3.91189, -0.15559, 4.80839)
H (-6.27765, -1.35052, 1.58481)
H (-2.66940, 1.46858, -3.51154)
H (-1.16454, 3.61546, -0.06769)
H (-0.98196, 2.66467, -4.94734)
H (0.50827, 4.76535, -1.57165)
P (-0.36752, -2.40087, -0.87957)
C (2.61851, 2.12977, -0.62469)
C (3.37505, 3.18159, -1.42191)
H (3.18216, 1.84766, 0.27901)
H (1.65586, 2.55984, -0.29980)
H (3.53743, 4.05668, -0.77504)
H (4.34976, 2.83005, -1.78321)
H (2.79090, 3.52673, -2.29229)
C (1.83263, 0.80535, -3.18539)
C (2.94712, 0.88024, -4.22300)
H (1.29901, 1.76260, -3.14359)
H (1.08334, 0.04856, -3.47545)
H (2.47780, 1.15078, -5.17557)
H (3.68676, 1.65390, -3.99207)
H (3.47050, -0.07342, -4.35196)
C (3.62217, -0.61158, -1.35003)
C (5.01640, -0.02876, -1.50969)
H (3.41125, -1.35939, -2.13338)
H (3.52160, -1.11613, -0.37432)
H (5.72031, -0.85586, -1.35417)
H (5.17599, 0.37358, -2.51634)
H (5.23766, 0.75451, -0.77484)
C (0.49281, -3.83742, -0.09388)
C (2.01630, -3.74901, -0.15889)
H (0.12435, -4.75650, -0.56812)
H (0.15382, -3.86173, 0.95067)
H (2.45095, -4.72396, 0.10982)
H (2.37432, -3.49534, -1.17070)
H (2.38765, -3.00227, 0.56173)
C (-0.28747, -2.78088, -2.68173)
C (-1.29396, -1.99884, -3.52736)
H (-0.42124, -3.86497, -2.81137)
H (0.74850, -2.54747, -2.98124)
H (-1.16572, -2.26551, -4.58246)
H (-2.32802, -2.24307, -3.25142)
H (-1.12916, -0.91661, -3.43310)
C (-2.14246, -2.72481, -0.44048)
C (-2.43185, -2.97482, 1.04285)
H (-2.52429, -3.57123, -1.03454)
H (-2.69172, -1.83612, -0.79326)
H (-3.51800, -3.02471, 1.20746)
H (-2.01031, -3.92544, 1.40601)
H (-2.04173, -2.13834, 1.64134)
C (-1.16458, -1.66272, 4.79827)
N (-0.21566, -0.56216, 4.82619)
C (0.52345, -0.09038, 3.76429)
Se (0.65397, -0.88192, 2.11261)
N (1.31305, 0.90715, 4.28749)
C (1.11183, 1.03067, 5.66627)
C (1.84132, 1.70288, 6.63214)
C (1.47652, 1.46467, 7.97072)
C (0.43064, 0.58209, 8.30740)
C (-0.24995, -0.13814, 7.31356)
C (0.12762, 0.11332, 5.99803)
H (-1.09275, -2.17572, 3.83021)
H (-2.18631, -1.28238, 4.93165)
H (-0.93102, -2.36472, 5.60870)
H (2.00645, 1.41235, 3.73714)
H (2.63938, 2.38204, 6.31846)
H (2.00832, 1.97932, 8.77353)
H (0.15341, 0.44687, 9.35402)
H (-1.03150, -0.86524, 7.53220)

Forces on the atoms, in the same order (eV/Å):
0.190 0.288 0.049
-0.322 -0.207 -0.850
-0.370 0.228 -0.385
-0.912 -1.178 0.393
-0.319 0.155 0.820
0.504 0.084 0.062
0.933 0.064 -1.391
-1.563 -0.173 1.769
1.091 0.263 -1.652
0.121 -0.378 1.420
0.970 0.678 -0.919
-0.163 -0.033 0.907
0.657 0.008 0.104
-0.133 0.846 -0.594
0.456 -0.289 -0.309
-0.097 -0.252 -0.062
-1.610 0.278 0.317
-0.603 -0.177 -0.329
-0.123 0.204 0.242
-0.151 0.063 -0.122
0.050 0.212 0.277
-0.174 -0.002 -0.641
0.811 0.381 0.239
0.067 0.258 0.134
-0.022 0.128 -0.478
-0.078 -0.287 0.342
-0.153 -0.375 0.126
-0.633 -1.594 -0.361
-0.076 0.021 0.536
0.101 0.351 -0.411
-0.207 0.074 -0.083
0.284 -0.233 0.000
0.041 -0.266 -0.201
-0.226 0.080 0.142
0.417 -0.264 0.576
-0.549 0.156 0.341
0.192 -0.019 -0.034
0.030 -0.411 -0.191
0.259 0.208 0.140
0.214 -0.111 0.121
-0.159 -0.134 -0.007
-0.112 0.133 0.032
-0.173 -0.159 0.402
0.381 -0.149 -0.124
0.071 0.142 0.289
0.223 0.012 -0.347
0.046 0.350 -0.072
-0.003 -0.055 0.252
-0.075 -0.197 -0.140
-0.059 0.304 0.112
0.197 -0.167 0.012
-0.021 0.236 -0.030
0.141 -0.010 -0.215
-0.056 0.392 -0.068
-0.087 -0.085 0.365
-0.028 -0.217 -0.298
0.341 0.114 0.148
0.081 0.002 -0.104
-0.005 0.246 0.133
-0.307 -0.111 -0.059
-0.048 0.089 0.198
0.262 0.152 -0.051
-0.172 -0.168 0.009
-0.214 0.442 -0.116
0.003 0.097 0.115
0.429 0.189 -0.024
0.044 -0.240 0.191
0.343 0.070 -0.082
-0.061 0.380 -0.175
-0.149 -0.261 0.005
-0.281 -0.271 -0.098
0.510 0.295 -1.302
-0.156 0.983 3.195
0.253 -0.382 -0.964
-0.384 -0.514 -0.940
0.367 -0.354 -0.278
-0.143 0.291 0.659
0.144 0.305 -0.609
-0.261 -0.301 -0.607
0.121 0.385 0.393
0.071 -0.337 -0.086
-0.049 0.150 0.357
0.422 -0.197 -0.064
0.017 0.171 -0.258
-0.368 -0.275 0.301
-0.227 -0.223 0.447
-0.156 -0.156 -0.322
0.153 0.002 -0.350
0.235 0.249 0.129